72
Properties=species:S:1:pos:R:3:forces:R:3:lowdin_charge:R:1 method="wB97M-V/def2-TZVPD" energy_ev=-270905.9773 total_charge=0 mol_weight_g_mol=940.53
O -0.97877 -5.38549 2.16227 0.0 8.7 -4.1 -0.431
C -1.52670 -4.24841 1.81596 0.7 0.3 -0.2 -0.435
C -2.11502 -3.06384 2.78357 0.4 -0.2 -0.5 -0.052
C -2.49994 -1.85087 1.76596 0.3 -0.2 0.9 -0.145
C -2.85973 -2.68486 0.44111 -0.9 -0.2 2.1 -0.293
C -3.24135 -1.93157 -0.91720 -0.4 -0.5 -0.6 -0.126
C -2.45053 -2.41286 -2.22855 -0.6 0.1 -1.2 -0.171
C -1.84671 -1.22561 -3.11992 1.2 -0.4 0.3 -0.189
C -0.59451 -0.47522 -2.47919 2.9 1.8 0.4 -0.193
C -0.43347 -0.02317 -1.00704 2.1 1.1 -1.8 -0.127
C 0.83687 0.75884 -0.48599 0.3 -0.2 -3.4 -0.074
C 1.99941 1.12853 -1.45982 -4.0 -2.0 -0.3 -0.202
C 1.84682 0.64354 -2.94558 -2.4 -0.5 1.4 -0.116
C 0.58921 -0.13029 -3.45900 0.4 1.3 3.8 0.007
N -1.81665 -3.75033 0.45081 0.8 -0.3 -0.4 0.030
H -3.06000 -3.40442 3.33390 1.3 0.7 0.0 0.115
H -1.21875 -2.78427 3.43449 -1.7 -0.5 -0.3 0.150
H -3.32012 -1.14039 2.15999 0.8 -1.5 -0.5 0.136
H -1.52608 -1.22957 1.77721 -1.0 -1.0 -0.7 0.097
H -3.81197 -3.26636 0.77213 1.0 1.2 -0.5 0.142
H -4.36551 -2.13943 -1.09700 1.8 0.4 0.4 0.136
H -3.16309 -0.77806 -0.85819 0.1 -1.6 0.3 0.070
H -1.61194 -3.16304 -2.05213 -1.1 1.1 0.0 0.123
H -3.22104 -2.95907 -2.89972 1.3 0.7 1.1 0.127
H -2.64289 -0.46202 -3.46957 1.0 -1.4 0.3 0.051
H -1.45923 -1.72174 -4.09090 -0.7 1.0 1.5 0.136
H -1.25229 -0.24114 -0.23773 1.7 -0.8 -1.9 -0.067
H 0.92645 1.11150 0.60597 -0.3 -0.8 -1.8 0.081
H 2.89345 1.72439 -1.06786 -1.8 -0.9 -1.0 0.032
H 2.70027 0.89277 -3.66536 -1.6 -0.3 1.2 0.076
H 0.52995 -0.44194 -4.55696 0.1 0.5 1.9 0.106
H -0.96886 -3.36332 -0.01649 -0.4 -1.0 0.4 0.150
Na -3.83588 1.00446 -2.83774 0.2 0.5 -0.1 0.818
Br -1.58988 -7.05642 3.33021 -3.4 -3.0 1.8 0.358
Mg -3.38267 -5.55944 2.14013 0.6 -1.9 1.1 0.937
B -7.00554 -2.93810 2.81122 -1.5 0.4 0.2 -1.133
F -7.76063 -2.24101 3.79973 1.0 -0.7 -0.9 0.077
F -6.46358 -2.00006 1.86433 0.2 -0.6 0.4 0.031
F -5.92246 -3.64481 3.44354 0.4 -0.1 -0.5 0.032
F -7.84683 -3.87415 2.13027 1.0 0.6 0.4 0.057
C 5.57348 2.80118 0.15764 0.3 0.1 0.1 -0.077
C 4.64469 3.85913 0.71908 -0.1 -0.4 -0.8 -0.198
O 5.08231 4.28524 2.02203 0.6 0.9 0.8 0.021
C 6.08732 5.18393 2.04275 -0.8 -0.8 -2.0 -0.378
O 6.62040 5.62819 1.05813 -0.3 -0.6 1.2 0.062
C 6.41646 5.58217 3.47842 0.5 0.3 1.8 -0.518
F 6.50497 4.51760 4.30375 -0.1 0.2 -0.6 0.153
F 5.47289 6.39437 4.00251 0.1 -0.3 -0.5 0.153
F 7.58723 6.24023 3.58173 -0.5 -0.3 -0.5 0.116
H 5.67196 1.96639 0.85637 -0.2 0.0 -0.1 0.083
H 5.19617 2.42195 -0.79484 0.0 0.0 0.1 0.026
H 6.57731 3.20068 -0.00389 -0.1 0.1 -0.1 0.079
H 3.64438 3.43852 0.84720 0.1 0.2 0.3 0.115
H 4.54942 4.71415 0.04387 0.2 0.0 0.2 0.133
C 7.65975 8.97771 -0.19964 0.0 -0.1 0.1 -2.005
Cl 7.70619 8.10136 1.34345 0.3 0.9 -0.4 0.598
Cl 9.10640 10.00096 -0.34545 -0.2 -0.1 0.0 0.504
Cl 7.62085 7.81357 -1.54060 0.0 0.2 0.2 0.532
Cl 6.20519 9.99743 -0.25866 0.2 -0.1 0.0 0.511
Br 4.33972 -0.23374 -1.77608 0.6 -0.6 0.1 -0.120
Li -2.03265 0.54640 0.82662 0.1 0.6 0.5 0.752
C -7.38308 -8.99355 0.45927 0.8 0.2 0.2 -0.047
C -5.98199 -8.60069 0.81638 2.4 0.7 0.6 -0.214
N -4.87739 -8.29096 1.09793 -3.4 -0.3 -0.8 0.112
H -7.59533 -8.71149 -0.57312 0.1 0.0 0.1 0.084
H -7.50421 -10.07268 0.56654 0.1 0.1 0.0 0.087
H -8.08913 -8.48761 1.11992 0.2 0.0 0.0 0.088
O 1.11474 4.78950 -2.59826 -0.1 -0.2 0.0 -0.399
Cl 0.93489 4.41146 -3.98512 0.6 0.6 -0.2 0.612
O 2.18274 3.90581 -4.51532 -0.3 -0.1 0.2 -0.379
O 0.51259 5.56331 -4.75108 0.0 -0.3 0.2 -0.376
O -0.07807 3.37676 -4.07243 -0.4 -0.4 0.1 -0.433